# 1
# C23H18N4O3S

C23H18N4O3S in the gas phase (ωB97M-V/def2-TZVPD, OMol25).

The geometry in ORCA input format:
```
! RIJCOSX wB97M-V def2-TZVPD def2/J DEFGRID3
* xyz 0 1
C 0.635 -3.851 -3.361
C -0.018 -2.484 -3.217
O -1.000 -2.479 -2.178
C -0.565 -2.295 -0.937
O 0.590 -2.189 -0.622
C -1.724 -2.218 0.042
C -2.148 -0.778 0.162
N -1.749 0.012 -0.774
N -2.048 1.305 -0.754
C -1.443 2.088 -1.813
C -0.041 2.445 -1.445
N 0.733 1.696 -0.760
C 1.963 2.245 -0.553
C 2.954 1.495 0.206
C 4.118 2.097 0.688
C 5.040 1.364 1.403
C 4.811 0.008 1.650
C 5.757 -0.741 2.384
N 6.527 -1.346 2.981
C 3.648 -0.599 1.173
C 2.729 0.139 0.459
C 2.115 3.479 -1.128
S 0.682 3.967 -1.936
C -2.747 1.956 0.244
O -2.923 3.160 0.201
C -3.248 1.066 1.294
C -4.018 1.597 2.331
C -4.499 0.774 3.323
C -4.216 -0.590 3.294
C -3.453 -1.128 2.282
C -2.950 -0.309 1.264
H 1.183 -4.099 -2.455
H -0.120 -4.613 -3.539
H 1.328 -3.837 -4.198
H 0.736 -1.724 -2.991
H -0.564 -2.212 -4.123
H -1.387 -2.586 1.012
H -2.555 -2.825 -0.322
H -1.448 1.482 -2.724
H -2.039 2.993 -1.954
H 4.297 3.147 0.512
H 5.940 1.830 1.779
H 3.472 -1.648 1.361
H 1.833 -0.329 0.084
H 2.975 4.117 -1.138
H -4.221 2.657 2.321
H -5.096 1.181 4.125
H -4.599 -1.232 4.074
H -3.246 -2.187 2.270
*
```

For the lowest unoccupied orbital energy, the calculation gives 0.0018 hartree. The molar mass is 430.5 g/mol. The energy relative to the best compared isomer or geometry (same formula, charge and spin) comes out at 0.0 kcal/mol. The calculation puts the HOMO energy at -8.550 eV. The value obtained for the HOMO-LUMO gap is 8.600 eV.


# 2
# C23H19B2N4O16

A 6-piece molecular cluster, C23H19B2N4O16 overall (ωB97M-V/def2-TZVPD, OMol25).

The geometry in ORCA input format:
```
! RIJCOSX wB97M-V def2-TZVPD def2/J DEFGRID3
* xyz -1 1
N -1.514 0.550 0.124
H -0.802 0.233 0.792
H -2.421 0.113 0.421
H -1.245 0.337 -0.858
H -1.720 1.556 0.236
O -0.113 -1.772 -0.385
C 0.524 -2.205 0.537
O 1.576 -2.983 0.404
B 2.139 -3.252 1.751
O 1.442 -2.302 2.687
C 0.532 -1.687 1.983
O -0.168 -0.775 2.328
O 1.959 -4.687 2.109
C 3.124 -5.296 2.093
O 3.330 -6.462 2.246
C 4.205 -4.234 1.806
O 3.599 -3.074 1.654
O 5.370 -4.468 1.723
O 6.978 -2.886 0.383
C 6.408 -1.857 0.243
O 5.243 -1.670 -0.376
B 4.892 -0.252 -0.455
O 6.020 0.402 0.241
C 6.831 -0.475 0.757
O 7.717 -0.248 1.536
O 3.642 -0.001 0.310
C 2.820 0.701 -0.435
O 1.693 0.990 -0.130
C 3.515 1.025 -1.757
O 4.609 0.300 -1.801
O 3.072 1.664 -2.668
N -1.481 0.319 -2.708
C -0.470 -0.041 -3.509
C -0.641 0.013 -4.886
C -1.820 0.502 -5.418
C -2.895 0.765 -4.584
C -2.658 0.729 -3.226
H 0.427 -0.326 -2.982
H 0.137 -0.180 -5.614
H -1.948 0.580 -6.490
H -3.877 1.058 -4.929
H -3.347 0.994 -2.434
N -2.073 3.435 0.135
C -2.882 4.368 0.634
C -2.675 5.748 0.486
C -1.488 6.156 -0.106
C -0.658 5.200 -0.646
C -0.903 3.885 -0.352
H -3.866 4.045 0.959
H -3.372 6.453 0.914
H -1.308 7.222 -0.184
H 0.177 5.390 -1.307
H -0.174 3.143 -0.664
N -3.600 -0.891 1.303
C -4.392 -0.216 2.144
C -4.961 -0.733 3.300
C -4.598 -2.010 3.672
C -3.684 -2.688 2.886
C -3.274 -2.130 1.669
H -4.535 0.830 1.891
H -5.678 -0.148 3.858
H -4.947 -2.468 4.589
H -3.229 -3.652 3.069
H -2.565 -2.641 1.029
*
```

For the lowest unoccupied orbital energy, the calculation gives 0.0631 hartree. The molar mass is 629.0 g/mol. The energy relative to the best compared isomer or geometry (same formula, charge and spin) comes out at 15.6 kcal/mol. The calculation puts the HOMO energy at -6.303 eV. The value obtained for the HOMO-LUMO gap is 8.021 eV.


# 3
# C23H19Cl44FO6S2

C23H19Cl44FO6S2 as an isolated structure (ωB97M-V/def2-TZVPD, OMol25).

The geometry in ORCA input format:
```
! RIJCOSX wB97M-V def2-TZVPD def2/J DEFGRID3
* xyz 0 1
C 2.117 3.676 1.135
C 2.316 4.056 -0.098
C 2.147 4.517 -1.634
C 0.575 4.673 -2.063
C -0.069 3.242 -2.536
C -0.724 2.449 -1.285
C -0.682 0.839 -1.401
C -0.637 0.240 -2.892
S -2.265 0.220 -3.794
O -1.935 -0.235 -5.224
O -3.118 -0.876 -3.190
O -1.809 0.183 -0.696
S -1.606 0.459 0.964
O -2.727 -0.363 1.605
O -1.839 2.076 1.378
C -2.782 2.756 0.477
O -4.068 2.160 0.711
C -5.094 2.570 -0.219
C -5.370 4.152 -0.335
C -2.296 2.849 -1.047
F -2.445 4.258 -1.456
H 2.111 3.422 2.256
H 2.742 3.837 -2.341
H 2.625 5.577 -1.698
H 0.591 5.435 -2.944
H -0.007 5.136 -1.174
H -0.849 3.461 -3.356
H 0.832 2.659 -2.991
H -0.064 2.726 -0.365
H 0.268 0.470 -0.857
H 0.136 0.712 -3.592
H -0.327 -0.878 -2.787
H -2.888 1.464 -3.886
H -2.813 3.850 0.881
H -6.085 2.093 0.162
H -4.969 2.138 -1.295
H -4.551 4.836 0.078
H -5.462 4.399 -1.464
H -6.344 4.398 0.216
H -2.889 2.234 -1.807
C -0.332 -3.474 2.658
Cl 0.104 -4.867 1.637
Cl -0.724 -2.081 1.627
Cl -1.747 -3.889 3.653
Cl 1.038 -3.059 3.713
C -0.381 3.511 4.605
Cl 1.350 3.855 4.386
Cl -1.314 4.345 3.343
Cl -0.657 1.759 4.487
Cl -0.903 4.086 6.203
C -3.350 -7.809 2.814
Cl -4.359 -7.344 4.202
Cl -2.109 -6.566 2.541
Cl -2.564 -9.369 3.149
Cl -4.368 -7.959 1.364
C -2.761 4.070 -5.988
Cl -4.004 5.193 -6.582
Cl -3.230 2.403 -6.383
Cl -1.204 4.446 -6.759
Cl -2.603 4.241 -4.223
C 0.842 -6.728 5.907
Cl 0.163 -5.425 6.908
Cl -0.461 -7.509 4.985
Cl 2.038 -6.052 4.783
Cl 1.630 -7.930 6.954
C -3.406 1.514 8.097
Cl -2.990 0.132 7.060
Cl -3.781 2.925 7.083
Cl -4.823 1.105 9.089
Cl -2.030 1.895 9.157
C 4.472 -3.976 2.065
Cl 5.862 -3.821 0.969
Cl 4.084 -5.696 2.287
Cl 4.873 -3.251 3.638
Cl 3.070 -3.138 1.366
C -8.806 1.363 9.127
Cl -9.476 2.661 10.140
Cl -10.120 0.583 8.218
Cl -7.624 2.049 7.991
Cl -8.005 0.159 10.161
C 7.123 -2.353 -2.933
Cl 6.433 -1.061 -1.925
Cl 5.820 -3.166 -3.828
Cl 8.284 -1.652 -4.082
Cl 7.955 -3.533 -1.896
C 10.978 -1.210 -7.319
Cl 12.700 -0.836 -7.554
Cl 10.020 -0.406 -8.582
Cl 10.734 -2.967 -7.419
Cl 10.458 -0.632 -5.721
C 7.671 -5.280 -9.321
Cl 7.769 -7.000 -8.883
Cl 9.191 -4.778 -10.094
Cl 6.322 -5.033 -10.452
Cl 7.401 -4.310 -7.856
*
```

For the lowest unoccupied orbital energy, the calculation gives -0.0049 hartree. The molar mass is 2034.5 g/mol. The calculation puts the HOMO energy at -10.018 eV. The value obtained for the HOMO-LUMO gap is 9.885 eV.